Entry 1:
DFT (the ωB97M-V functional and the def2-TZVPD basis) results for a 2-piece molecular cluster, C2H6NO overall.

For the total energy, the calculation gives -5695.78502 eV. As for the net charge: +1.

Element x y z (Å)
C  0.5621  0.8842  0.4381
C  0.1744  -0.0724  -0.5670
N  -0.3391  -0.2205  0.8168
O  -0.7731  0.2466  -1.4409
H  1.5661  0.9996  0.9377
H  0.1083  1.7573  0.1844
H  1.1239  -2.1129  -0.9565
H  0.0375  -0.8951  1.5630
H  -1.2842  -0.0459  0.8531
H  -1.1758  -0.5408  -1.8288

Forces on atoms 1 to 3 (eV/Å):
2.721 -0.800 0.005
0.967 -2.580 -0.773
2.681 -1.915 2.450

Entry 2:
DFT (the ωB97M-V functional and the def2-TZVPD basis) results for a 2-piece molecular cluster, C3H7ClNO2P overall.

For the total energy, the calculation gives -30618.99824 eV.

Element x y z (Å)
C  -0.5288  0.7936  1.0500
C  -0.5107  0.0040  -0.1337
C  -1.4256  2.0200  1.2373
N  0.4876  -2.2933  -1.0619
O  1.7475  -1.0579  1.0203
O  -1.2051  -0.4126  1.0809
P  0.7133  -1.2984  0.0539
Cl  3.2582  -1.2743  -2.7211
H  0.3383  0.8433  1.6292
H  -1.1758  -0.0260  -1.0536
H  -2.4413  1.7886  0.8077
H  -1.1915  2.8855  0.5658
H  -1.5698  2.4426  2.2921
H  1.0796  -3.0365  -1.0703
H  2.4241  -1.3787  -3.6966

Forces on atoms 1 to 3 (eV/Å):
-1.733 3.474 1.000
-0.401 -2.151 -1.967
-1.604 1.077 -0.912

Entry 3:
DFT (the ωB97M-V functional and the def2-TZVPD basis) results for a 2-piece molecular cluster, C3H17N9 overall.

For the total energy, the calculation gives -16778.96922 eV. As for the net charge: +2.

Element x y z (Å)
C  0.6148  0.8032  0.8712
C  -1.6432  -1.2619  0.3538
C  -1.2804  0.8878  -0.8309
N  1.1180  -0.2700  0.3583
N  -0.4863  1.3488  0.3761
N  -2.0858  -0.2678  -0.3193
N  4.2417  -0.3681  -0.7681
N  -2.4175  -2.2164  0.8369
N  -0.5061  0.5256  -1.9993
N  2.3088  -0.6177  1.0793
N  -1.0314  2.4718  1.0182
N  -3.5273  -0.2954  -0.4307
H  1.0619  1.1854  1.7641
H  -0.5874  -1.3798  0.5136
H  -2.0330  1.7705  -0.9592
H  3.5663  0.1685  -1.3574
H  4.4300  -1.2124  -1.3199
H  -3.2922  -2.2262  0.2587
H  -2.1676  -3.0490  1.3700
H  -0.7186  0.8813  -2.9255
H  0.2765  -0.0231  -1.7304
H  2.5698  0.1301  1.5874
H  3.5280  -0.6389  0.0565
H  -1.4794  2.2195  1.9281
H  -0.2766  3.1428  1.0192
H  5.1752  0.0013  -0.5812
H  -3.8818  -0.8518  -1.2447
H  2.2986  -1.5732  1.5090
H  -3.7752  0.7151  -0.4339

Forces on atoms 1 to 3 (eV/Å):
0.036 -1.762 -1.069
1.554 -2.155 1.598
0.312 0.968 -0.348

Entry 4:
DFT (the ωB97M-V functional and the def2-TZVPD basis) results for C17H29N3OS as an isolated structure.

For the total energy, the calculation gives -35437.55813 eV.

Element x y z (Å)
C  -0.3992  -1.8812  -1.4788
H  -0.6475  -1.5109  -0.6133
H  -0.6776  -2.9809  -1.7517
H  0.7905  -1.8315  -1.6000
C  -0.7929  -0.8778  -2.6097
N  -0.7330  0.4669  -2.3923
C  0.5531  0.9682  -2.1831
C  1.2301  1.0512  -0.9513
N  0.2859  1.9342  -0.2466
C  -1.1372  1.4404  -0.2542
H  -1.1728  0.2251  0.3401
C  -1.5272  1.0471  -1.6329
C  -1.8052  2.7079  -2.3488
H  -2.7091  2.9950  -1.7238
H  -0.8932  3.1275  -2.4009
C  -2.5937  2.4107  -3.6090
O  -1.6129  2.0762  -4.6377
H  -1.1834  1.2087  -4.1481
H  -3.3894  1.6418  -3.8327
H  -2.9459  3.3189  -4.0383
H  -2.4887  0.6097  -1.6048
H  -1.9279  1.9584  0.4429
C  0.5812  2.3001  1.0606
C  0.8100  1.2244  2.1018
N  0.2903  0.2330  2.2755
C  0.6409  -0.5584  3.0841
C  2.0445  -0.2679  3.3667
S  2.5936  0.7960  2.4120
C  2.7936  -1.3640  4.2488
C  1.8874  -2.1837  5.0328
C  0.7978  -2.8972  4.1785
C  -0.0105  -1.6498  3.7566
H  -0.9114  -2.0420  3.0208
H  -0.6474  -1.1387  4.6647
H  0.2315  -3.4386  4.8900
H  1.0663  -3.5097  3.2952
H  2.6851  -3.0648  5.3600
H  1.3369  -1.6190  5.9512
H  3.5714  -0.8782  4.7346
H  3.3549  -2.1797  3.5563
H  -0.2885  3.1488  1.5060
H  1.3782  2.9160  1.1213
H  1.2194  0.1423  -0.2760
H  2.1196  1.6832  -0.8463
H  0.8251  1.7168  -2.8406
H  1.2770  0.2453  -2.9741
C  -0.5788  -1.4268  -3.9756
H  0.4899  -1.3100  -4.1459
H  -0.9414  -1.0704  -4.8152
H  -0.8247  -2.6935  -3.9286
H  -2.0145  -1.2190  -2.5402

Forces on atoms 1 to 3 (eV/Å):
5.264 -2.290 -6.833
-1.530 1.404 4.877
0.179 2.226 0.802

Entry 5:
DFT (the ωB97M-V functional and the def2-TZVPD basis) results for one molecule with the formula C5H13NO.

For the total energy, the calculation gives -8932.33079 eV. The structure (SMILES) is CNCC[C@H](C)O.

Element x y z (Å)
C  -0.7933  -2.4582  -1.2798
N  -0.9977  -1.8367  0.0277
C  -0.9246  -0.3898  0.1567
C  0.3544  0.1736  -0.4598
C  1.1469  1.0479  0.6218
C  0.3517  2.1692  1.2314
O  2.3839  1.4792  0.0444
H  -0.7918  -1.7254  -2.0818
H  -1.6507  -3.1157  -1.4506
H  0.0925  -3.0864  -1.2638
H  -1.7178  -2.1946  0.6190
H  -0.8575  -0.2609  1.2437
H  -1.7870  0.2437  -0.1309
H  1.0271  -0.6221  -0.7667
H  0.3016  0.8936  -1.2881
H  1.3735  0.2170  1.2768
H  -0.5724  1.7302  1.6205
H  0.9133  2.7110  1.9907
H  0.0371  2.8591  0.4422
H  2.1105  2.1651  -0.5534

Forces on atoms 1 to 3 (eV/Å):
-1.293 -0.335 0.888
0.560 0.909 -0.370
0.360 0.117 0.358

Entry 6:
DFT (the ωB97M-V functional and the def2-TZVPD basis) results for a 2-piece molecular cluster, C4H5ClOS overall.

For the total energy, the calculation gives -29630.19276 eV.

Element x y z (Å)
C  0.3586  -0.4420  1.4710
C  -1.8606  2.2457  -0.9516
C  1.0960  -1.8050  -0.4174
C  0.4500  -0.6192  0.1999
O  0.3146  -0.3485  2.6165
S  -0.9073  2.7220  0.3029
Cl  -3.4781  1.9760  -0.6239
H  1.6352  -2.4209  0.2815
H  0.3874  -2.5532  -0.9120
H  1.7310  -1.5679  -1.1734
H  0.3179  2.6729  -0.4102
H  -0.0446  0.1401  -0.3834

Forces on atoms 1 to 3 (eV/Å):
0.186 -0.409 0.442
0.623 -0.404 -1.378
-2.418 -2.414 0.702

Entry 7:
DFT (the ωB97M-V functional and the def2-TZVPD basis) results for one molecule with the formula C26H25FN6O3.

For the total energy, the calculation gives -45168.48796 eV. The structure (SMILES) is COc1ccc(CNC(=O)CN(C(=O)Cn2nnc(-c3ccccc3F)n2)c2ccc(C)cc2)cc1.

Element x y z (Å)
C  -4.5241  -2.4636  -2.8619
O  -5.3054  -1.7406  -1.9430
C  -4.6787  -1.1035  -0.9146
C  -3.3053  -1.0953  -0.6970
C  -2.7824  -0.4144  0.3878
C  -3.6038  0.2712  1.2700
C  -2.9998  1.0376  2.4167
N  -2.1151  2.0780  1.9250
C  -0.7899  2.0511  2.1226
O  -0.2152  1.2541  2.8387
C  -0.0306  3.1364  1.3376
N  0.3611  2.5937  0.0414
C  -0.6142  2.4131  -0.8712
O  -1.7292  2.8872  -0.7389
C  -0.3051  1.5232  -2.0837
N  0.5009  0.4014  -1.7242
N  1.5596  0.0137  -2.3922
N  2.0754  -0.9678  -1.7507
C  1.3074  -1.1696  -0.6611
C  1.5570  -2.1336  0.3901
C  0.9842  -1.9476  1.6487
C  1.2330  -2.8392  2.6735
C  2.0572  -3.9335  2.4623
C  2.6340  -4.1383  1.2211
C  2.3824  -3.2404  0.2001
F  2.9419  -3.4710  -1.0000
N  0.2944  -0.3074  -0.6398
C  1.7185  2.2134  -0.1301
C  2.3363  1.3914  0.8055
C  3.6447  0.9939  0.6087
C  4.3634  1.4112  -0.5054
C  5.7528  0.9140  -0.7468
C  3.7498  2.2758  -1.4036
C  2.4420  2.6822  -1.2200
C  -4.9748  0.2666  1.0436
C  -5.5087  -0.4144  -0.0295
H  -3.8223  -1.8132  -3.3944
H  -3.9700  -3.2712  -2.3724
H  -5.2273  -2.8911  -3.5750
H  -2.6306  -1.6171  -1.3579
H  -1.7131  -0.4162  0.5373
H  -2.3939  0.3842  3.0514
H  -3.7862  1.4960  3.0245
H  -2.4767  2.6551  1.1753
H  0.8716  3.4171  1.8806
H  -0.6654  4.0118  1.1796
H  -1.2774  1.1862  -2.4600
H  0.2136  2.0658  -2.8760
H  0.3579  -1.0855  1.8163
H  0.7863  -2.6752  3.6416
H  2.2537  -4.6295  3.2635
H  3.2771  -4.9832  1.0302
H  1.7850  1.0492  1.6680
H  4.1070  0.3319  1.3261
H  6.2751  0.7449  0.1919
H  5.7052  -0.0342  -1.2830
H  6.3208  1.6171  -1.3510
H  4.2977  2.6297  -2.2639
H  1.9797  3.3606  -1.9219
H  -5.6324  0.7982  1.7163
H  -6.5718  -0.4262  -0.2106

Forces on atoms 1 to 3 (eV/Å):
0.131 -0.115 -0.136
-0.132 0.179 0.237
-0.123 0.133 0.163